Entry 1:
The following is a DFT calculation (wB97M-V/def2-TZVPD) of a molecular structure, C32H25Cl3F12GeNO3OsS6.

Element x y z (Å)
Os -0.4267 -1.2139 0.0777
Ge 1.4239 -2.5404 0.7044
Cl 2.7264 -2.1249 2.3508
Cl 1.1505 -4.6705 0.8508
Cl 2.9127 -2.3618 -0.9849
S -1.1086 -2.6561 -1.5517
S 2.4563 -0.3836 -2.8371
S 6.7666 -3.0692 -5.4929
S 4.2315 -2.0156 -4.3800
S 6.7313 -1.1352 -3.2323
S 5.5620 0.6986 -1.2128
F 2.8420 2.0842 -1.8063
F -3.2756 -0.2684 3.9331
F 2.4295 0.7246 -4.0038
F -2.8218 -2.9034 4.5618
F -0.1235 0.9620 -3.7000
F 0.7367 2.8814 -3.2553
F -1.2264 2.3577 -2.4992
F -2.8917 0.2583 1.8733
F 2.5397 0.5714 -0.2889
F -1.1508 -3.8446 3.5382
F -3.0827 -3.7568 2.6041
F -4.1801 -1.4015 2.3276
O -1.6017 -2.1116 1.3717
O -0.2117 -3.0443 -2.6518
O 0.0238 -0.0055 -1.4144
N -0.1209 0.3178 1.4042
C 1.0564 -1.1859 6.8110
C -3.0558 -0.7724 2.7134
C -2.4852 -1.7576 -2.2373
C -0.6440 -1.0393 3.3962
C 0.4038 3.5400 -0.4056
C -0.0855 1.6558 1.0505
C -1.9187 -4.1142 -0.9307
C 1.1139 0.6007 3.4677
C 5.3074 -0.4003 -2.5602
C -0.3850 3.9732 1.7772
C -1.8184 -1.7209 2.6908
C -5.5460 0.7798 -3.8180
C 0.7142 -0.7585 5.4097
C 6.0671 2.1640 -2.1544
C 0.0811 -0.0207 2.7537
C 0.2087 5.9464 0.3032
C 1.4195 0.2520 4.7625
C -3.4214 -0.5512 -4.0700
C 0.2921 2.1560 -0.2153
C -4.4782 -0.1277 -3.2729
C -0.0033 1.8852 -2.7364
C 2.1254 1.0303 -1.4480
C 4.1518 -0.8083 -3.1095
C 0.0958 4.4692 0.5651
C -0.4799 2.6228 2.0027
C -2.2270 -3.0664 3.3669
C 0.5753 1.2464 -1.4159
C 5.9683 -2.1260 -4.4444
C -2.4175 -1.3635 -3.5600
C -4.5216 -0.5429 -1.9414
C -3.5301 -1.3493 -1.4132
C -0.3038 -1.3802 4.7090
H -5.3382 -0.2217 -1.3056
H 6.9761 1.9723 -2.7193
H -0.8550 -2.1505 5.2260
H -3.5660 -1.6484 -0.3718
H 1.5888 -0.3976 7.3431
H -1.5831 -1.6865 -4.1681
H 0.7447 3.9138 -1.3606
H -3.3755 -0.2345 -5.1051
H -5.4747 1.7708 -3.3659
H -5.4541 0.8951 -4.8969
H -2.5011 -4.5526 -1.7382
H -0.7291 6.3548 -0.0805
H 2.2330 0.7551 5.2733
H 0.1590 -1.4309 7.3800
H 1.6947 -2.0721 6.8068
H -0.6931 4.6614 2.5568
H 6.2628 2.9366 -1.4129
H 0.4536 6.4906 1.2157
H -6.5413 0.3916 -3.5988
H -0.8582 2.2711 2.9525
H -2.5332 -3.8341 -0.0768
H 1.6946 1.3642 2.9660
H -1.1233 -4.7831 -0.6083
H 5.2636 2.4902 -2.8111
H 0.9846 6.1594 -0.4327

* Kohn-Sham gap (alpha / beta): 5.24 / 5.21 eV
* M: 1261.133 g/mol
* calculated total energy: -235396.763 eV
* net charge: 0
* 2S+1: 2

Entry 2:
The following is a DFT calculation (wB97M-V/def2-TZVPD) of a molecular structure, C32H25F9GaN4O2SSb.

Element x y z (Å)
Sb -1.5353 -1.1056 0.8713
Ga 0.9397 0.0063 -1.5583
S -0.9618 -1.5064 -1.3132
F 5.4259 2.9661 -1.1451
F 5.0711 0.9267 -0.4972
F 3.3164 4.4613 -1.8680
F 3.8632 2.7123 0.9831
F 5.0354 1.4117 -2.5875
F 1.4677 3.4339 -2.3469
F 3.2458 3.0409 -3.4949
F 0.1926 2.2497 -0.2562
F 2.0681 3.6697 0.3208
O 1.8073 -1.3466 -0.3824
O 2.5788 0.9745 -1.7270
N 4.5916 0.3574 2.9475
N 0.7449 1.0785 0.3202
N 0.2524 0.5592 -3.2388
N 3.3845 -2.0997 1.0011
C 2.7908 3.2927 -2.2646
C -1.0000 1.2437 -4.9527
C -4.0986 3.0261 1.1282
C -0.1188 -1.4330 2.3918
C -4.7743 -3.3500 2.7141
C -2.0415 1.8745 1.6012
C -2.5817 0.7055 1.0792
C 3.8002 0.3492 2.1093
C 1.9940 1.2827 0.6941
C -2.9986 -2.5521 1.3042
C 1.6921 -2.0582 4.3960
C 1.4545 -0.7322 4.0674
C -0.9695 1.1061 -3.5897
C -2.8047 3.0326 1.6276
C 1.0229 -3.0746 3.7269
C -3.8804 0.6995 0.5753
C 2.7473 0.1941 1.1710
C 4.7007 1.8676 -1.3791
C 0.9746 0.3381 -4.3928
C -3.1024 -3.6922 0.5162
C 0.2287 0.7438 -5.4647
C -4.8758 -4.4917 1.9296
C 0.5493 -0.4164 3.0632
C 3.1577 2.1185 -1.3042
C 2.6094 -1.0973 0.5685
C -4.0434 -4.6633 0.8335
C 0.1166 -2.7651 2.7249
C 2.7614 2.5214 0.2287
C -2.0543 1.4384 -2.6141
C 2.3341 -0.2829 -4.3645
C -3.8344 -2.3789 2.4041
C -4.6368 1.8607 0.6009
H -5.6426 1.8551 0.2023
H -4.1275 -5.5509 0.2204
H 0.3874 0.6199 2.8037
H 3.1246 0.4426 -4.1548
H -2.3794 3.9436 2.0272
H 0.5347 0.6910 -6.4979
H -2.6142 2.3052 -2.9666
H -1.0245 1.9060 1.9636
H -4.3048 -0.2049 0.1539
H 2.5398 -0.7559 -5.3236
H -5.4276 -3.2154 3.5661
H 4.0978 -1.9390 1.6932
H 1.2055 -4.1095 3.9848
H 1.9872 0.0593 4.5776
H 2.4036 -2.2998 5.1748
H -5.6102 -5.2485 2.1729
H -3.7609 -1.4882 3.0186
H 3.3937 -2.9482 0.4621
H -1.8181 1.6645 -5.5167
H -2.7577 0.6094 -2.4965
H -0.4074 -3.5637 2.2116
H -1.6699 1.6830 -1.6259
H -2.4616 -3.8162 -0.3489
H -4.6869 3.9342 1.1424
H 2.4115 -1.0707 -3.6024

* Kohn-Sham gap: 6.23 eV
* relative energy (zero: lowest compared OMol25 entry of this formula, charge and spin): 367.52 kJ/mol
* M: 892.110 g/mol
* calculated total energy: -137851.055 eV
* net charge: 0
* 2S+1: 1

Entry 3:
The following is a DFT calculation (wB97M-V/def2-TZVPD) of a molecular structure, C32H25N4O2PPtS.

Element x y z (Å)
Pt -0.0331 1.0929 -0.8891
S -0.4220 4.0524 0.5069
P -1.7863 0.4855 -2.0284
O 0.7045 4.5727 1.2306
O -0.5145 4.2601 -0.9141
N 0.8556 0.8035 1.5036
N -0.4953 2.4385 0.7174
N -0.0850 2.3322 3.0602
N -5.2735 6.6948 2.7035
C -3.4892 -2.2539 0.4315
C -1.8662 -0.0098 -4.8700
C -3.0227 -1.0767 -0.1260
C -2.2386 -2.2948 -2.0523
C 0.7960 -0.0721 -2.3044
C 0.0937 1.8708 1.8236
C -3.2889 1.4796 -2.0877
C -5.6202 2.9832 -2.1623
C -5.6363 1.6597 -2.5869
C -2.7223 5.4907 0.3324
C -2.1578 4.7298 2.5482
C -4.4433 3.5561 -1.7065
C -2.7096 -3.4749 -1.4889
C 1.4449 0.1527 2.4930
C 2.0908 -0.5096 -2.1716
C -3.2751 5.3701 3.0468
C -4.1246 6.0871 2.2015
C 0.1669 -0.2545 -3.5696
C -1.8873 4.7798 1.1844
C -4.4776 0.9044 -2.5399
C -1.1697 -0.5047 -5.9963
C 0.5412 1.6776 4.0315
C 1.3241 0.5573 3.8116
C -3.8341 6.1424 0.8396
C -2.4003 -1.0934 -1.3754
C 2.7905 -1.0615 -3.2744
C 0.1395 -0.8983 -5.8980
C 0.8497 -0.7980 -4.6749
C -3.3336 -3.4550 -0.2523
C -1.1947 0.1112 -3.6867
C 2.1972 -1.1975 -4.4989
C -3.2725 2.8086 -1.6810
H 0.3979 2.0705 5.0326
H -2.5859 -4.4102 -2.0191
H -3.9733 -2.2378 1.3992
H -1.6841 -0.5842 -6.9450
H 2.7462 -1.6086 -5.3373
H -4.5038 -0.1390 -2.8324
H 3.8183 -1.3748 -3.1384
H -1.4890 4.1815 3.1976
H -4.4246 4.5823 -1.3644
H 0.6509 -1.2893 -6.7698
H 2.6062 -0.4229 -1.2207
H 1.8192 0.0389 4.6183
H -3.4951 5.3251 4.1073
H 2.0432 -0.7088 2.2175
H -5.2452 6.9152 3.6859
H -5.6253 7.4610 2.1522
H -4.4847 6.7016 0.1767
H -2.3463 3.2459 -1.3369
H -2.9102 0.2678 -4.9512
H -3.6989 -4.3759 0.1837
H -2.4833 5.5330 -0.7209
H -6.5330 3.5650 -2.1810
H -6.5571 1.2129 -2.9390
H -3.1396 -0.1369 0.4023
H -1.7454 -2.3115 -3.0162

* Kohn-Sham gap: 7.96 eV
* relative energy (zero: lowest compared OMol25 entry of this formula, charge and spin): 11.54 kJ/mol
* M: 755.697 g/mol
* calculated total energy: -67017.091 eV
* net charge: 0
* 2S+1: 1